No. 1
The following is a DFT calculation (wB97M-V/def2-TZVPD) of C41H33Cl2N2O2P2S2Ta as an isolated structure.

HOMO level ... -13.357 eV
Charge ... +2
Frontier orbital gap ... 6.80 eV
Relative energy (zero: lowest compared OMol25 entry of this formula, charge and spin) ... 0.0000 eV

Each line ends with the Mulliken charge.
Atoms and positions in Å:
Ta -0.2589 0.2423 0.0832  1.843
C 1.7009 -1.2269 2.6880  -1.565
P 1.9864 0.1993 1.5823  1.334
C 3.3890 -0.2257 0.5294  0.771
C 3.5910 -1.5438 0.1264  -0.629
C 4.5938 -1.8410 -0.7828  -0.797
C 5.3911 -0.8269 -1.2955  -0.742
C 5.1987 0.4857 -0.8869  -0.714
C 4.1999 0.7908 0.0257  -0.695
C 2.5679 1.5398 2.6499  1.015
C 3.7320 1.2880 3.3827  -0.685
C 4.2276 2.2436 4.2526  -0.795
C 3.5704 3.4596 4.3955  -0.592
C 2.4183 3.7176 3.6691  -1.107
C 1.9159 2.7604 2.7982  0.049
C 0.5535 -2.0277 2.1632  0.018
C 0.1427 -3.2729 2.5152  -1.304
C -1.0362 -3.5703 1.7640  -1.167
C -1.3000 -2.4963 0.9816  0.129
C -2.3522 -2.2908 -0.0577  -1.191
P -1.4470 -1.5222 -1.4435  1.091
C -0.4098 -2.7855 -2.1989  0.752
C 0.6769 -3.3057 -1.4905  0.415
C 1.4601 -4.2949 -2.0589  -0.817
C 1.1727 -4.7650 -3.3343  -0.723
C 0.0960 -4.2504 -4.0403  -0.809
C -0.6986 -3.2629 -3.4766  -0.849
C -2.5963 -0.8909 -2.6649  0.447
C -2.1090 -0.1535 -3.7459  -0.180
C -2.9885 0.3480 -4.6898  -0.872
C -4.3533 0.1211 -4.5591  -0.594
C -4.8403 -0.6092 -3.4859  -0.776
C -3.9652 -1.1161 -2.5360  -0.601
N -0.3136 -1.5030 1.1819  0.790
H 1.5047 -0.8343 3.6895  0.738
H 2.6070 -1.8297 2.7703  0.908
H 2.9719 -2.3434 0.5181  0.309
H 4.7587 -2.8658 -1.0875  0.455
H 6.1745 -1.0627 -2.0031  0.440
H 5.8386 1.2707 -1.2677  0.472
H 4.0654 1.8121 0.3629  0.500
H 4.2598 0.3485 3.2653  0.440
H 5.1287 2.0426 4.8158  0.454
H 3.9618 4.2077 5.0717  0.434
H 1.9103 4.6669 3.7753  0.491
H 1.0182 2.9823 2.2390  0.125
H 0.6226 -3.9137 3.2377  0.625
H -1.6105 -4.4821 1.7990  0.555
H -3.1379 -1.6015 0.2665  0.452
H -2.8121 -3.2355 -0.3475  0.665
H 0.9054 -2.9525 -0.4921  -0.186
H 2.2935 -4.7069 -1.5049  0.534
H 1.7872 -5.5376 -3.7766  0.434
H -0.1311 -4.6201 -5.0309  0.457
H -1.5412 -2.8713 -4.0308  0.452
H -1.0449 0.0161 -3.8587  0.416
H -2.6101 0.9107 -5.5326  0.433
H -5.0378 0.5092 -5.3017  0.429
H -5.9018 -0.7932 -3.3898  0.456
H -4.3585 -1.6963 -1.7116  0.391
Cl -3.8965 2.8619 -1.9873  -0.144
C -3.4245 2.9784 -0.3468  0.564
C -4.0275 3.9332 0.5054  -0.536
C -3.6974 4.0029 1.8290  0.629
Cl -4.4737 5.1488 2.8479  -0.202
C -2.7249 3.1220 2.3846  -0.454
C -2.3640 3.0309 3.7410  -0.696
C -1.4585 2.0755 4.1361  -1.476
C -0.8675 1.2460 3.1821  0.291
N -1.1457 1.3286 1.8874  0.101
C -2.1040 2.2267 1.5024  1.060
C -2.4678 2.1393 0.1516  -1.108
O -1.8515 1.1490 -0.5298  -0.019
H -4.7741 4.5995 0.0964  0.510
H -2.8212 3.6944 4.4632  0.508
H -1.1869 1.9579 5.1749  0.529
H -0.1477 0.4984 3.4826  0.112
C 2.4948 3.7573 -2.5997  -0.774
O 2.1989 2.3385 -2.7027  -0.284
C 1.5238 1.7608 -1.7698  0.745
S 1.1769 0.0955 -1.9577  -0.384
S 0.9287 2.5243 -0.3861  -0.327
H 3.0845 3.9845 -3.4795  0.289
H 3.0626 3.9416 -1.6894  0.359
H 1.5640 4.3202 -2.5972  0.379

Forces on the atoms, in the same order (eV/Å):
0.02 0.15 -0.02
0.02 -0.01 0.01
-0.05 -0.02 -0.06
0.04 0.05 0.01
0.00 -0.01 0.00
-0.01 -0.01 0.02
0.01 0.00 -0.01
0.00 0.01 0.00
-0.01 -0.03 0.00
0.03 -0.04 0.01
-0.01 0.01 0.00
0.00 0.00 0.00
0.02 0.00 0.01
-0.01 0.00 -0.01
0.02 0.01 0.02
-0.01 0.00 0.01
0.00 0.01 -0.01
0.00 0.01 0.02
0.00 -0.02 0.00
0.03 0.00 0.00
0.03 -0.01 0.03
-0.02 -0.01 0.00
0.01 0.00 0.02
0.01 -0.01 -0.01
0.00 0.00 0.01
-0.01 0.01 0.00
0.00 0.00 -0.01
-0.01 0.02 -0.01
-0.01 -0.01 0.01
0.01 0.00 0.00
0.00 0.00 0.00
-0.01 0.00 0.00
0.01 -0.01 -0.01
0.00 -0.07 0.00
0.00 0.00 0.00
0.00 0.01 -0.01
-0.01 0.00 0.00
0.00 0.00 0.00
0.00 0.00 0.00
0.00 0.00 0.00
0.00 0.00 0.00
0.00 0.00 0.00
0.00 0.00 0.00
0.00 0.00 0.00
0.00 0.00 0.00
-0.03 0.00 0.00
0.00 0.00 0.00
0.00 0.00 0.00
0.00 0.00 -0.01
0.00 0.00 0.01
0.00 0.00 0.00
0.00 0.00 0.00
0.00 0.00 0.00
0.00 0.00 0.00
0.00 0.00 0.00
0.00 0.00 0.00
0.00 0.00 0.00
0.00 0.00 0.00
0.00 0.00 0.00
0.00 0.00 0.00
0.00 0.00 0.01
0.00 0.00 -0.03
-0.01 0.01 0.00
-0.01 0.00 0.00
0.00 0.00 0.00
0.00 0.00 0.01
-0.01 0.00 0.00
0.00 0.00 0.01
0.02 0.00 0.00
-0.02 -0.01 0.00
0.01 -0.01 -0.02
-0.01 -0.02 0.01
-0.12 0.04 0.04
0.00 0.00 0.00
0.00 0.00 0.00
0.00 0.00 0.00
0.00 0.00 0.00
0.00 0.00 0.00
0.00 -0.02 0.00
0.01 0.00 0.01
0.07 -0.03 -0.04
0.00 -0.01 -0.02
0.00 0.00 0.00
0.00 0.00 0.00
0.00 0.00 0.00

No. 2
The following is a DFT calculation (wB97M-V/def2-TZVPD) of C21H24BBr30N2O2 as an isolated structure.

HOMO level ... -11.363 eV
Charge ... +1
Frontier orbital gap ... 8.12 eV

Each line ends with the Mulliken charge.
Atoms and positions in Å:
O 1.0939 -2.5839 1.7247  -0.055
B 1.7445 -1.3839 1.6078  0.450
O 2.1438 -0.6590 2.6970  -0.659
N 2.0662 -0.7793 0.2808  0.251
C 2.9419 0.2368 0.2029  -0.405
N 3.0231 0.6139 -1.0577  0.045
C 2.1849 -0.1612 -1.8290  -0.940
C 1.5725 -1.0442 -1.0003  0.199
C 0.5382 -2.0568 -1.3439  0.187
C -0.9056 -1.4574 -1.5228  -1.073
C -0.9907 0.0284 -1.3006  1.398
C -0.8293 0.5878 -0.0417  0.612
C -0.8435 1.9606 0.1697  -1.948
C -1.0251 2.8066 -0.9088  -0.481
C -1.2433 2.2558 -2.1556  -0.898
C -1.2330 0.8820 -2.3657  -1.471
H 0.1355 -2.4496 1.7433  0.313
H 1.4136 -0.2911 3.2088  0.306
H 3.4785 0.6632 1.0326  0.564
H 3.5932 1.3766 -1.3926  0.252
H 2.0590 -0.0372 -2.8896  0.485
H 0.8400 -2.5520 -2.2663  0.494
H 0.4853 -2.8461 -0.5998  -0.545
H -1.2008 -1.6534 -2.5534  0.360
H -1.6184 -1.9946 -0.8953  0.294
H -0.6632 -0.0739 0.8055  0.405
H -0.6732 2.3267 1.1739  0.975
H -0.9860 3.8785 -0.7537  0.681
H -1.3920 2.9168 -3.0016  0.475
H -1.3845 0.5072 -3.3711  0.440
C 1.5113 6.9109 -1.0108  -0.344
Br 2.3087 8.0076 -2.3676  0.007
Br 0.3325 5.5855 -1.7629  0.100
Br 2.8402 6.0965 0.1175  -0.022
H 0.9102 7.5541 -0.3846  0.380
C 4.0298 -3.3269 4.7211  -0.085
Br 4.3255 -4.3134 3.0911  -0.019
Br 3.6420 -4.5032 6.1821  0.036
Br 5.5026 -2.1500 5.1036  -0.018
H 3.1609 -2.7046 4.5637  0.091
C -5.7318 1.9892 -1.1553  -0.402
Br -6.6365 2.0797 -2.8448  0.025
Br -6.6972 0.9172 0.1253  -0.046
Br -3.9145 1.3872 -1.3799  0.232
H -5.6871 2.9923 -0.7546  0.351
C 0.7097 -6.1017 0.8306  0.069
Br 0.1118 -6.9037 2.4643  0.014
Br 1.6184 -7.3589 -0.2969  0.006
Br -0.7467 -5.2433 -0.1048  -0.013
H 1.4185 -5.3272 1.0892  -0.064
C 7.8335 -4.0788 7.4363  -0.075
Br 8.1851 -5.0186 5.7985  -0.008
Br 7.5000 -5.2999 8.8800  0.012
Br 9.2345 -2.8315 7.8562  -0.030
H 6.9298 -3.5061 7.2852  0.092
C -4.9693 3.0220 2.9227  -0.184
Br -5.0638 4.8150 3.6013  -0.001
Br -3.2749 2.6794 2.0622  0.153
Br -5.3390 1.7169 4.2796  0.000
H -5.7333 2.9184 2.1643  0.119
C 5.2152 9.2293 -4.6688  0.181
Br 5.0009 7.6290 -5.7170  -0.001
Br 6.8705 9.2173 -3.6940  0.000
Br 5.0305 10.8082 -5.7441  0.010
H 4.4198 9.2446 -3.9394  -0.231
C -6.3711 2.6253 -7.0095  -0.321
Br -6.1826 2.1997 -8.8695  -0.025
Br -7.5649 1.3939 -6.1276  -0.042
Br -4.6640 2.7232 -6.1284  0.008
H -6.8222 3.6045 -6.9447  0.385
C 5.2888 -8.7422 7.2702  -0.336
Br 4.3935 -7.7233 8.6375  -0.052
Br 5.7156 -7.6462 5.7492  0.020
Br 6.8399 -9.6429 7.9516  -0.005
H 4.5951 -9.4999 6.9375  0.360
C -10.7925 -0.6852 -5.9345  0.646
Br -11.0546 -1.4434 -4.1869  -0.006
Br -10.4656 -2.0404 -7.2563  0.001
Br -12.2465 0.4641 -6.4368  0.001
H -9.9057 -0.0721 -5.8838  -0.675

Forces on the atoms, in the same order (eV/Å):
-0.25 0.78 -0.49
-0.25 -0.35 0.70
0.00 0.39 -0.62
0.41 -0.06 0.19
-0.21 0.01 -0.21
0.07 0.14 0.01
-0.24 -0.31 0.04
0.38 -0.08 -0.16
-0.46 -0.06 0.18
0.28 0.01 -0.40
-0.28 -0.22 -0.13
0.19 -0.01 0.38
0.37 -0.59 0.02
0.06 0.07 0.37
0.52 0.36 -0.54
0.52 0.36 -0.04
-0.06 -0.58 0.07
0.20 -0.23 0.39
-0.02 -0.02 0.01
0.03 -0.02 0.01
0.11 0.14 0.01
0.02 0.09 -0.03
0.28 0.08 0.03
-0.13 -0.04 0.06
0.09 0.03 0.13
-0.14 0.01 0.05
-0.01 0.19 -0.05
-0.33 -0.41 0.00
-0.11 -0.04 -0.02
-0.05 -0.12 0.07
0.03 0.06 -0.04
-0.04 -0.03 -0.02
0.35 0.46 -0.17
0.01 -0.01 0.01
-0.01 0.00 0.01
-0.09 0.01 0.06
0.00 0.01 -0.09
0.05 0.05 0.06
-0.01 0.03 -0.02
0.00 0.01 -0.04
-0.03 -0.02 0.09
-0.01 -0.06 0.11
0.04 0.03 0.01
-1.06 -0.06 -0.06
0.02 0.01 0.00
0.13 0.00 0.06
-0.01 0.02 0.02
-0.01 0.01 -0.02
-0.11 -0.04 0.02
-0.03 0.03 0.02
-0.06 -0.02 0.03
0.14 0.12 -0.09
0.00 -0.01 0.00
0.00 0.01 -0.01
-0.01 -0.01 0.00
-0.03 0.02 0.06
0.01 -0.01 0.00
-0.18 0.05 0.07
0.00 -0.01 0.00
0.02 -0.03 0.00
0.03 0.02 -0.02
-0.02 -0.01 0.01
0.01 0.00 0.01
0.00 0.00 -0.01
0.00 0.00 0.02
-0.03 0.02 -0.10
0.00 -0.01 0.00
0.07 0.02 -0.02
0.00 -0.02 0.00
-0.01 0.01 0.03
-0.03 -0.04 -0.04
-0.03 0.01 0.01
-0.05 -0.14 0.01
0.01 0.04 0.02
-0.01 -0.01 0.00
-0.01 -0.01 0.00
0.00 0.00 0.01
0.00 0.00 0.00
0.00 0.00 0.00
-0.02 0.01 -0.01